[1]
Computed, not measured: a cluster of 2 separate species, C3H8NO in total, with wB97M-V/def2-TZVPD.

Atoms and positions in Å:
C 0.49392 0.59978 -0.60725
C 0.99409 0.03082 0.46166
C -1.54989 2.24148 -0.85253
N -0.91398 1.25464 -0.28898
H 0.65334 0.64560 -1.72652
H 0.54588 -0.38433 1.43693
H 1.98039 -0.46757 0.51944
H -2.55499 2.50649 -0.62109
H -1.14042 2.85934 -1.65913
H -1.54289 0.52700 0.32369
H 0.93356 -3.31840 1.67952
H 1.40447 -3.54056 0.52747
O 0.69652 -2.95430 0.80680

Force components x, y, z for each atom (eV/Å):
C -2.9 1.6 -0.5
C 1.3 -2.7 1.6
C 1.7 -1.3 -0.1
N -2.0 -2.3 -0.1
H 0.6 0.2 1.8
H -0.2 1.9 -1.5
H -0.4 0.5 -1.0
H -0.7 -0.3 0.7
H 0.6 -0.4 0.5
H 2.0 2.7 -1.4
H -1.5 1.0 1.1
H 0.3 0.0 -2.3
O 1.1 -0.9 1.3

## Properties
- LUMO level (eV) = -5.16
- gap between HOMO and LUMO (eV) = 9.768
- net charge = +1
- energy relative to the best compared isomer or geometry (same formula, charge and spin) (kcal per mole) = 63.6

Here are the Mulliken charges for atoms 1 to 6, given in e:
1. C 0.077
2. C -0.594
3. C -0.074
4. N -0.159
5. H 0.342
6. H 0.226

***

[2]
Computed, not measured: the ion C3H8NO with charge +1, with wB97M-V/def2-TZVPD.

Atoms and positions in Å:
C -0.71651 0.46903 -1.12431
C -0.28213 0.40221 1.61419
C 0.10798 0.25707 -2.30943
N 0.62081 -0.63805 2.13749
O -0.22002 0.20400 0.07624
H -1.69839 0.92285 -1.21464
H -1.30184 0.30658 1.96240
H 0.41860 1.23951 -2.68220
H -0.48909 -0.18712 -3.10664
H 0.99431 -0.33589 -2.11379
H 1.39409 -0.19151 2.65105
H 1.02392 -1.15237 1.34004
H 0.14827 -1.29631 2.76960

Force components x, y, z for each atom (eV/Å):
C 1.1 -0.3 4.3
C -0.6 1.6 -2.3
C 0.1 -0.1 -0.1
N 0.2 -0.3 -0.2
O -0.6 -0.1 -1.9
H -0.1 0.0 0.3
H -0.1 -0.4 -0.2
H 0.0 0.1 0.0
H 0.0 0.0 0.0
H 0.0 -0.1 0.1
H -0.2 -0.2 -0.2
H 0.0 0.0 0.4
H 0.2 -0.1 -0.2

## Properties
- LUMO level (spin up / spin down) (eV) = -4.56 / -4.56
- gap between HOMO and LUMO (spin up / spin down) (eV) = 7.827 / 7.826
- net charge = +1
- energy relative to the best compared isomer or geometry (same formula, charge and spin) (kcal per mole) = 84.9

Here are the Mulliken charges for atoms 1 to 6, given in e:
1. C 0.260
2. C -0.461
3. C -0.992
4. N -0.254
5. O -0.201
6. H 0.396

***

[3]
Computed, not measured: a cluster of 2 separate species, C3H8NO2 in total, with wB97M-V/def2-TZVPD.

Atoms and positions in Å:
C 0.18221 1.43313 0.73584
N 0.93675 0.49943 -0.09928
C 0.45772 0.47257 -1.48584
H 0.40340 2.46924 0.44787
H -0.92854 1.26427 0.69760
H 0.48777 1.27043 1.81449
H 0.71945 -0.42176 0.30315
H -0.62745 0.32204 -1.55754
H 0.93430 -0.36587 -2.00018
H 0.71116 1.43462 -2.00422
O -0.25266 -2.11469 -0.33613
C -0.83231 -2.09328 0.79411
O -0.78250 -1.17232 1.65699
H -1.40932 -2.99780 1.03316

Force components x, y, z for each atom (eV/Å):
C -0.1 -0.3 0.8
N -0.3 0.2 0.1
C 0.3 0.6 0.2
H 0.0 0.0 0.0
H 0.7 0.1 0.0
H -0.4 0.3 -1.2
H 0.1 0.3 -0.4
H -0.1 0.0 0.0
H -0.1 0.2 0.0
H -0.1 -0.7 0.4
O -0.7 -0.3 1.0
C 1.1 1.1 -0.6
O -0.3 -1.0 -0.5
H -0.4 -0.4 0.3

## Properties
- LUMO level (eV) = 4.40
- gap between HOMO and LUMO (eV) = 8.526
- net charge = -1
- energy relative to the best compared isomer or geometry (same formula, charge and spin) (kcal per mole) = 21.0

Here are the Mulliken charges for atoms 1 to 6, given in e:
1. C -0.785
2. N -0.575
3. C -0.783
4. H 0.319
5. H 0.261
6. H 0.244

***

[4]
Computed, not measured: a structure of composition C3H8NO2, with wB97M-V/def2-TZVPD.

Atoms and positions in Å:
C -1.98036 -0.47231 0.59628
C 2.25094 0.84096 -0.05235
C -1.14954 -0.15342 -0.56886
N 1.11655 -0.08552 0.53521
O 1.18851 -1.23049 0.02912
O -0.21043 0.79088 -0.35368
H -1.42674 -1.11856 1.16349
H -2.11082 0.43499 1.10221
H -2.92631 -0.98355 0.34496
H 1.97486 1.90539 -0.02929
H 3.24991 0.64312 0.39335
H 2.42119 0.27035 -0.97089
H -1.81109 0.17316 -1.41808
H -0.58667 -1.01500 -0.77146

Force components x, y, z for each atom (eV/Å):
C -1.9 -0.1 -0.7
C -0.3 -1.9 0.0
C -0.5 1.2 -1.8
N 1.0 0.9 0.5
O 0.5 -0.1 0.0
O 0.7 1.6 0.4
H 1.3 -1.6 2.0
H -0.7 1.3 1.1
H 0.1 0.3 0.0
H 0.0 -0.6 -0.4
H -0.8 0.2 0.9
H -0.4 1.1 -0.9
H 0.5 -0.4 0.1
H 0.4 -2.0 -1.3

## Properties
- LUMO level (eV) = 4.57
- gap between HOMO and LUMO (eV) = 6.958
- net charge = -1
- energy relative to the best compared isomer or geometry (same formula, charge and spin) (kcal per mole) = 129.3

Here are the Mulliken charges for atoms 1 to 6, given in e:
1. C -1.060
2. C -0.810
3. C -0.304
4. N 0.002
5. O -0.617
6. O -0.492

***

[5]
Computed, not measured: the ion C3H8NO2 with charge +1, with wB97M-V/def2-TZVPD.

Atoms and positions in Å:
C -1.16378 -0.20164 -0.23409
C -0.08753 -1.14397 0.15744
C 1.95329 -0.00473 0.34054
N -0.54386 1.13724 -0.13310
O 1.22806 -0.77419 -0.36047
O 3.07798 0.52723 -0.06514
H -1.58566 -0.37757 -1.26511
H -2.02196 -0.36362 0.50361
H -0.15600 -1.24575 1.18869
H -0.16053 -2.09052 -0.32231
H 1.78606 0.40852 1.42711
H -0.60920 1.80237 -0.94877
H -0.58574 1.48728 0.88846
H 3.35264 0.45379 -1.00067

Force components x, y, z for each atom (eV/Å):
C -1.3 1.8 -1.0
C -0.1 -1.3 -1.8
C 0.8 2.1 0.9
N -0.3 0.7 1.5
O 1.3 0.9 1.2
O -1.2 -0.7 0.2
H 0.6 0.2 1.1
H 1.0 0.3 -1.0
H 1.0 -0.2 2.0
H -0.6 -1.0 0.0
H -0.3 -1.5 -2.0
H -0.3 -1.0 1.9
H -0.2 0.0 -2.9
H -0.4 -0.4 0.1

## Properties
- LUMO level (eV) = -4.59
- gap between HOMO and LUMO (eV) = 9.279
- net charge = +1
- energy relative to the best compared isomer or geometry (same formula, charge and spin) (kcal per mole) = 65.2

Here are the Mulliken charges for atoms 1 to 6, given in e:
1. C -0.301
2. C -0.587
3. C 0.507
4. N -0.531
5. O -0.261
6. O -0.352

***

[6]
Computed, not measured: the ion C3H8NO2 with charge +1, with wB97M-V/def2-TZVPD.

Atoms and positions in Å:
C 0.13599 -0.52836 0.63758
C 2.42838 0.90793 0.57377
C -2.07776 -1.06503 -0.35188
N -0.95338 -0.13262 -0.35735
O 1.12695 0.54617 0.38822
O 2.79132 2.12826 0.33938
H 0.41130 -1.55663 0.35002
H 3.28828 0.33425 0.86112
H -1.79151 -2.12399 -0.61949
H -2.49999 -0.96898 0.72481
H -2.74311 -0.93946 -1.27652
H -1.38691 0.74581 -0.19329
H -0.75637 -0.05081 -1.44369
H 2.02682 2.70347 0.36732

Force components x, y, z for each atom (eV/Å):
C -0.6 0.4 -0.1
C -4.6 -1.3 -1.0
C -1.8 -2.2 0.5
N 1.1 -0.6 -3.6
O 4.9 1.5 0.2
O -0.3 -0.6 0.5
H 0.7 0.7 -0.1
H -0.3 -1.2 0.2
H 0.4 1.0 1.1
H 0.1 -0.6 -2.2
H 0.4 0.9 1.8
H 0.0 1.2 0.9
H 0.6 -0.2 2.3
H -0.6 0.8 -0.4

## Properties
- LUMO level (spin up / spin down) (eV) = -4.50 / -4.50
- gap between HOMO and LUMO (spin up / spin down) (eV) = 7.705 / 7.703
- net charge = +1
- energy relative to the best compared isomer or geometry (same formula, charge and spin) (kcal per mole) = 129.9

Here are the Mulliken charges for atoms 1 to 6, given in e:
1. C -0.444
2. C 0.302
3. C -0.846
4. N -0.215
5. O -0.245
6. O -0.317

***

[7]
Computed, not measured: a structure of composition C3H8NO2, with wB97M-V/def2-TZVPD.

Atoms and positions in Å:
C -0.56662 0.36658 -0.39227
C 0.60665 -0.26186 0.24377
C -1.92317 -0.21861 -0.09961
N 1.77813 0.57578 0.34427
O 0.12523 0.16431 -1.53303
O 0.89352 -1.52757 0.30059
H -0.53645 1.47863 -0.12719
H -2.68552 0.39235 -0.51737
H -2.01987 -0.23348 0.94393
H -2.20743 -1.13625 -0.58492
H 2.26170 0.66732 -0.51852
H 2.47209 0.23220 1.05223
H 1.60114 1.58011 0.74309
H 0.20061 -2.07951 0.14503

Force components x, y, z for each atom (eV/Å):
C -1.2 2.3 0.9
C -0.7 -0.4 -3.6
C 0.2 0.2 -1.4
N 1.3 2.1 3.7
O 1.2 -1.0 1.3
O 4.0 2.8 1.4
H -0.5 -1.0 0.1
H -0.5 1.1 -0.1
H -0.5 -0.3 1.5
H 0.7 -0.9 0.1
H 0.5 0.1 -1.4
H -0.6 -0.3 -0.7
H -0.3 -2.0 -1.2
H -3.6 -2.6 -0.7

## Properties
- LUMO level (spin up / spin down) (eV) = -4.71 / -4.71
- gap between HOMO and LUMO (spin up / spin down) (eV) = 9.579 / 9.577
- net charge = +1
- energy relative to the best compared isomer or geometry (same formula, charge and spin) (kcal per mole) = 99.8

Here are the Mulliken charges for atoms 1 to 6, given in e:
1. C 0.399
2. C 0.256
3. C -1.516
4. N -0.265
5. O -0.544
6. O -0.390

***

[8]
Computed, not measured: a structure of composition C3H8NO2, with wB97M-V/def2-TZVPD.

Atoms and positions in Å:
O -0.30093 1.38689 -1.45997
C -0.35717 1.26862 -0.22661
O -0.23217 2.22429 0.63926
C -0.52915 -0.11694 0.23248
C 0.19313 -0.66576 1.38502
N 0.17916 -1.09112 -1.27890
H 0.31519 2.84205 0.06805
H -1.46741 -0.66593 -0.03482
H 0.04048 0.04445 2.17973
H 1.23664 -0.73933 1.11506
H -0.17645 -1.61699 1.76972
H -0.07883 0.04154 -1.54371
H 0.63992 -1.12188 -2.19578
H 0.53758 -1.78989 -0.64954

Force components x, y, z for each atom (eV/Å):
O 0.5 0.1 1.1
C -0.5 0.0 -1.7
O 1.3 0.4 -1.4
C -0.9 -3.6 -0.9
C -0.1 -0.2 0.1
N -0.9 0.4 0.4
H -0.9 0.5 1.2
H 0.3 1.3 0.6
H 0.3 0.6 0.6
H 0.5 0.2 0.4
H -0.1 0.0 -0.5
H 0.1 0.1 0.2
H 0.2 -0.1 0.2
H 0.3 0.1 -0.3

## Properties
- LUMO level (eV) = -6.34
- gap between HOMO and LUMO (eV) = 8.726
- net charge = +1
- energy relative to the best compared isomer or geometry (same formula, charge and spin) (kcal per mole) = 118.9

Here are the Mulliken charges for atoms 1 to 6, given in e:
1. O -0.503
2. C 0.670
3. O -0.370
4. C 0.336
5. C -1.315
6. N -0.664

***

[9]
Computed, not measured: a cluster of 2 separate species, C3H8NO2S in total, with wB97M-V/def2-TZVPD.

Atoms and positions in Å:
C -1.54194 0.78149 0.69814
C -0.75293 -0.08158 1.66399
S 0.96452 0.52865 1.82167
H -0.95302 0.97012 -0.18333
H -1.82143 1.72848 1.13087
H -2.44566 0.26274 0.38528
H -1.17686 -0.10724 2.67747
H -0.67992 -1.09023 1.26310
H 1.08628 0.21787 3.12843
N 1.60057 -0.76507 -2.73180
C 0.71960 -0.34703 -1.67480
O 0.40575 -1.23997 -0.85107
O 0.35443 0.84502 -1.71057
H 2.21392 -0.05052 -3.08102
H 2.02669 -1.65272 -2.53638

Force components x, y, z for each atom (eV/Å):
C -0.1 -0.3 0.3
C 0.0 -0.2 0.2
S 0.0 0.0 0.4
H 0.2 0.0 -0.5
H -0.1 0.4 0.3
H -0.2 -0.1 0.0
H 0.0 0.0 -0.3
H 0.0 0.0 0.0
H 0.1 0.1 -0.2
N -0.4 -0.1 0.0
C 0.2 -0.3 0.0
O 0.0 0.0 -0.3
O 0.1 0.3 -0.2
H 0.0 0.1 0.0
H 0.2 0.0 0.1

## Properties
- LUMO level (eV) = 3.35
- gap between HOMO and LUMO (eV) = 7.544
- net charge = -1
- energy relative to the best compared isomer or geometry (same formula, charge and spin) (kcal per mole) = 17.3

Here are the Mulliken charges for atoms 1 to 6, given in e:
1. C -0.910
2. C -0.362
3. S -0.225
4. H 0.202
5. H 0.367
6. H 0.240

***

[10]
Computed, not measured: a cluster of 2 separate species, C3H8NO2S in total, with wB97M-V/def2-TZVPD.

Atoms and positions in Å:
O -0.96950 -0.61259 1.69902
C -0.98832 0.41343 1.04166
C -1.18221 0.35832 -0.51078
C 0.18663 0.43730 -1.18995
S 1.28325 1.27930 0.08470
N -1.95950 -0.74778 -0.82945
H -1.06670 1.44316 1.53746
H -1.67911 1.36820 -0.84776
H 0.55533 -0.51211 -1.60925
H 0.17972 1.18682 -2.09750
H -2.73402 -0.91201 -0.28208
H -1.36119 -1.65309 -0.62731
H 3.85372 -0.80237 0.59354
H 2.44873 -0.53389 1.50409
O 3.43318 -0.71268 1.53360

Force components x, y, z for each atom (eV/Å):
O -0.1 0.3 0.0
C 0.2 1.0 0.3
C 0.3 3.3 0.6
C 0.6 2.1 -1.0
S -0.1 -0.6 -0.7
N 2.5 -4.3 -2.5
H 0.0 -1.1 -0.5
H 0.4 -1.8 0.9
H -0.1 0.1 0.5
H -0.3 -1.6 1.5
H -2.1 0.2 1.6
H -1.4 2.4 -0.6
H -2.1 0.6 2.6
H 1.5 0.1 -1.0
O 0.7 -0.6 -1.5

## Properties
- LUMO level (eV) = 4.02
- gap between HOMO and LUMO (eV) = 7.166
- net charge = -1
- energy relative to the best compared isomer or geometry (same formula, charge and spin) (kcal per mole) = 66.9

Here are the Mulliken charges for atoms 1 to 6, given in e:
1. O -0.578
2. C -0.079
3. C 0.321
4. C -0.739
5. S -0.638
6. N -0.759

***

[11]
Computed, not measured: a cluster of 2 separate species, C3H8NO2S in total, with wB97M-V/def2-TZVPD.

Atoms and positions in Å:
O 1.61854 3.38623 1.86733
C 1.30762 2.23741 1.65339
N 1.78532 1.49423 0.60835
C 1.11992 0.25818 0.23597
C 0.51447 0.33241 -1.15404
S -0.98922 1.32235 -1.25571
H 0.59921 1.70676 2.31370
H 2.14627 2.04751 -0.16295
H 0.34883 0.01564 0.95962
H 1.82600 -0.58323 0.22686
H 0.12731 -0.64645 -1.44827
H 1.24869 0.65192 -1.89230
H -4.57505 -3.77437 -0.88885
H -3.24463 -4.05175 -0.19287
O -3.83328 -4.39684 -0.87024

Force components x, y, z for each atom (eV/Å):
O 0.0 -0.1 -0.1
C 0.1 0.6 0.1
N -0.7 -0.1 -0.1
C 0.5 -0.4 -0.4
C -0.7 0.2 0.2
S 0.2 0.1 0.0
H 0.1 -0.2 -0.1
H 0.2 -0.1 0.3
H -0.1 0.1 0.2
H 0.1 0.2 0.1
H 0.3 -0.2 -0.1
H 0.0 0.0 -0.1
H 0.2 -0.2 0.0
H 0.0 0.0 0.0
O -0.3 0.2 0.0

## Properties
- LUMO level (spin up / spin down) (eV) = 0.34 / -2.31
- multiplicity = 2
- gap between HOMO and LUMO (spin up / spin down) (eV) = 10.052 / 7.062
- energy relative to the best compared isomer or geometry (same formula, charge and spin) (kcal per mole) = 0.5
- <S²> = 0.753

Here are the Mulliken charges for atoms 1 to 6, given in e:
1. O -0.543
2. C 0.140
3. N -0.153
4. C -0.463
5. C -0.697
6. S -0.077

***

[12]
Computed, not measured: a cluster of 2 separate species, C3H8NO2S in total, with wB97M-V/def2-TZVPD.

Atoms and positions in Å:
O 0.47376 4.06917 -0.93709
C -0.08785 3.10408 -0.49062
O -0.40058 1.99397 -1.20793
H -0.56092 3.05342 0.55311
H -0.80451 1.32039 -0.55257
C 0.30808 -1.92303 0.36595
C 0.34454 -0.57296 1.09226
S -1.30462 0.22605 1.01622
N 0.08153 -1.77707 -1.08794
H -0.43117 -2.57375 0.89079
H 1.30371 -2.40854 0.48878
H 1.08377 0.06485 0.58169
H 0.62365 -0.73263 2.15555
H -0.73278 -1.18554 -1.30784
H 0.10338 -2.65841 -1.56036

Force components x, y, z for each atom (eV/Å):
O -0.3 -1.0 0.5
C -1.1 0.0 -0.1
O 0.2 0.2 1.1
H 0.8 0.2 -0.8
H 0.5 1.0 -1.1
C 0.0 -0.8 -0.3
C 0.1 0.2 0.1
S 0.4 -0.7 0.6
N -0.1 1.2 1.2
H 0.3 0.3 -0.4
H -0.6 0.4 0.0
H -0.3 -0.1 0.3
H -0.2 0.1 -0.7
H 0.5 -0.9 0.0
H -0.3 -0.2 -0.3

## Properties
- LUMO level (spin up / spin down) (eV) = 0.55 / -3.13
- multiplicity = 2
- gap between HOMO and LUMO (spin up / spin down) (eV) = 10.382 / 6.645
- energy relative to the best compared isomer or geometry (same formula, charge and spin) (kcal per mole) = 8.4
- <S²> = 0.753

Here are the Mulliken charges for atoms 1 to 6, given in e:
1. O -0.464
2. C 0.353
3. O -0.458
4. H 0.181
5. H 0.234
6. C -0.448

***

- Look up the energy relative to the best compared isomer or geometry (same formula, charge and spin) of the eighth one.
  118.9 kcal per mole

***

- energy relative to the best compared isomer or geometry (same formula, charge and spin) of number 8 (C3H8NO2)?
  118.9 kcal per mole